(1)
The following is a quantum chemistry calculation of the ion C10H15O4S with charge -1, from OMol25.

Values from the calculation:
Largest force on an atom (Eh/bohr): 0.0533
Calculated total energy (Eh): -1089.229128
HOMO (eV): -5.09
SMILES string: C=CC(C)(C)CCCC(=C=O)S(=O)(=O)[O-]
Total charge: -1
ΔE to the lowest compared entry with this formula, charge and spin (kJ/mol): 0.0
Multiplicity: 1
LUMO (eV): 2.98

Structure (XYZ):
```
30
Properties=species:S:1:pos:R:3:nbo_charge:R:1
C -0.538 0.403 -2.436 -0.40
C -0.666 -0.402 -1.400 -0.16
C -1.599 -0.242 -0.227 -0.10
C -2.535 -1.460 -0.200 -0.59
C -2.442 1.030 -0.298 -0.61
C -0.747 -0.254 1.055 -0.39
C 0.263 0.896 1.136 -0.42
C 1.600 0.427 1.722 -0.40
C 2.297 -0.471 0.772 -0.62
C 2.230 -1.687 0.423 0.70
O 2.264 -2.800 0.021 -0.52
S 3.502 0.543 -0.220 2.43
O 4.027 -0.305 -1.269 -1.01
O 2.676 1.644 -0.692 -1.01
O 4.469 0.924 0.799 -1.01
H 0.184 0.200 -3.210 0.21
H -1.116 1.303 -2.556 0.18
H -0.038 -1.281 -1.339 0.21
H -3.199 -1.413 0.662 0.20
H -1.953 -2.376 -0.140 0.21
H -3.145 -1.493 -1.101 0.20
H -1.811 1.913 -0.352 0.22
H -3.071 1.111 0.588 0.20
H -3.091 1.009 -1.173 0.20
H -0.193 -1.195 1.080 0.20
H -1.409 -0.238 1.926 0.19
H -0.136 1.713 1.742 0.19
H 0.479 1.281 0.138 0.25
H 2.257 1.285 1.862 0.25
H 1.439 -0.064 2.689 0.19
```

=====

(2)
The following is a quantum chemistry calculation of a structure of composition C10H15O6PYb, from OMol25.

Values from the calculation:
Largest force on an atom (Eh/bohr): 0.1204
Calculated total energy (Eh): -2340.839772
HOMO (eV): -15.97
Total charge: +2
Multiplicity: 1
LUMO (eV): -9.72

Structure (XYZ):
```
33
Properties=species:S:1:pos:R:3:nbo_charge:R:1
C -1.419 -1.717 2.258 -0.62
C -0.544 -0.468 2.109 -0.22
C 0.885 -0.765 1.646 -0.63
C -1.269 0.603 1.272 -0.22
C -0.395 1.838 1.131 -0.65
C -1.694 0.345 -0.162 -0.07
O -0.490 0.401 -0.921 -0.54
C -0.033 -0.477 -1.803 0.30
C 1.142 -0.369 -2.416 -0.58
P 2.489 0.872 -2.349 1.45
O 3.200 0.393 -0.985 -0.97
O 1.596 2.199 -1.740 -1.09
C 1.187 -1.541 -3.308 0.77
O 2.097 -2.040 -3.842 -0.43
O -0.114 -2.102 -3.359 -0.47
C -0.791 -1.693 -2.276 0.73
O -1.712 -2.218 -1.761 -0.48
H -1.957 -1.703 3.203 0.24
H -2.164 -1.824 1.473 0.21
H -0.809 -2.615 2.253 0.24
H -0.432 -0.026 3.102 0.22
H 1.236 -1.673 2.129 0.26
H 1.585 0.013 1.961 0.19
H 0.979 -0.928 0.577 0.20
H -2.188 0.840 1.813 0.26
H 0.434 1.634 0.440 0.24
H -1.024 2.619 0.743 0.04
H -0.056 2.183 2.110 0.28
H -2.275 1.210 -0.507 0.16
H -2.334 -0.518 -0.302 0.28
H 2.953 0.871 -0.191 0.50
H 1.916 2.949 -2.260 0.51
Yb -0.002 3.708 -0.036 1.87
```

=====

Q: What is the largest force on an atom in the first record?
A: 0.0533 Eh/bohr

=====

Copy entry 2 word for word.
The following is a quantum chemistry calculation of a structure of composition C10H15O6PYb, from OMol25.

Values from the calculation:
Largest force on an atom (Eh/bohr): 0.1204
Calculated total energy (Eh): -2340.839772
HOMO (eV): -15.97
Total charge: +2
Multiplicity: 1
LUMO (eV): -9.72

Structure (XYZ):
```
33
Properties=species:S:1:pos:R:3:nbo_charge:R:1
C -1.419 -1.717 2.258 -0.62
C -0.544 -0.468 2.109 -0.22
C 0.885 -0.765 1.646 -0.63
C -1.269 0.603 1.272 -0.22
C -0.395 1.838 1.131 -0.65
C -1.694 0.345 -0.162 -0.07
O -0.490 0.401 -0.921 -0.54
C -0.033 -0.477 -1.803 0.30
C 1.142 -0.369 -2.416 -0.58
P 2.489 0.872 -2.349 1.45
O 3.200 0.393 -0.985 -0.97
O 1.596 2.199 -1.740 -1.09
C 1.187 -1.541 -3.308 0.77
O 2.097 -2.040 -3.842 -0.43
O -0.114 -2.102 -3.359 -0.47
C -0.791 -1.693 -2.276 0.73
O -1.712 -2.218 -1.761 -0.48
H -1.957 -1.703 3.203 0.24
H -2.164 -1.824 1.473 0.21
H -0.809 -2.615 2.253 0.24
H -0.432 -0.026 3.102 0.22
H 1.236 -1.673 2.129 0.26
H 1.585 0.013 1.961 0.19
H 0.979 -0.928 0.577 0.20
H -2.188 0.840 1.813 0.26
H 0.434 1.634 0.440 0.24
H -1.024 2.619 0.743 0.04
H -0.056 2.183 2.110 0.28
H -2.275 1.210 -0.507 0.16
H -2.334 -0.518 -0.302 0.28
H 2.953 0.871 -0.191 0.50
H 1.916 2.949 -2.260 0.51
Yb -0.002 3.708 -0.036 1.87
```

=====

Q: Which value of calculated total energy does entry 2 give?
A: -2340.839772 Eh